(1)
Below is a 2-piece molecular cluster, C2H4N4O2 overall, with properties calculated with wB97M-V/def2-TZVPD.

Values from the calculation:
- HOMO-LUMO gap: 7.9 eV
- Energy above the lowest of the compared OMol25 structures with the same formula, charge and spin: 209.3 kcal per mole
- HOMO level: -8.6172 eV

Last column: Löwdin charge in e.
Geometry (Å):
C 0.84 1.07 0.82  -0.166
C 0.21 0.21 -1.01  -0.434
H -0.84 -1.25 2.22  0.230
H 1.43 1.58 1.51  0.127
H 0.84 0.64 -2.88  0.098
H -1.51 -1.21 -1.72  0.368
N 0.08 -0.01 1.00  -0.201
N 0.98 1.36 -0.37  0.167
N 0.09 -0.03 -2.37  0.057
N -0.28 -0.49 -0.09  -0.158
O 0.21 -0.87 2.07  0.020
O -1.75 -0.78 -0.22  -0.109



(2)
Below is a single C4H7IN2 molecule, with properties calculated with wB97M-V/def2-TZVPD.

Values from the calculation:
- SMILES string: C=CN[C@H]1CN1I
- HOMO-LUMO gap: 8.2 eV
- Energy above the lowest of the compared OMol25 structures with the same formula, charge and spin: 75.0 kcal per mole
- HOMO level: -8.0948 eV

Last column: Löwdin charge in e.
Geometry (Å):
C 0.42 0.09 -2.19  -0.005
C 0.15 -0.41 -0.98  -0.246
N -0.17 0.29 0.15  -0.007
C -1.21 0.08 1.08  -0.489
C -0.92 0.51 2.43  -0.207
N -1.95 1.20 1.66  -0.589
I -3.91 1.00 1.73  0.813
H 0.57 -0.59 -3.02  0.044
H 0.36 1.10 -2.43  0.022
H 0.31 -1.50 -0.85  0.114
H -0.08 1.38 0.15  0.189
H -1.74 -0.90 1.15  0.136
H -1.12 -0.30 3.14  0.106
H -0.11 1.21 2.69  0.119



(3)
Below is a single CH2N2OS2 molecule, with properties calculated with wB97M-V/def2-TZVPD.

Values from the calculation:
- HOMO-LUMO gap (alpha / beta): 8.9 / 8.9 eV
- Energy above the lowest of the compared OMol25 structures with the same formula, charge and spin: 42.9 kcal per mole
- HOMO level (alpha / beta): -9.5615 / -9.5619 eV

Last column: Löwdin charge in e.
Geometry (Å):
C 0.70 -0.29 -0.38  -0.290
N 0.59 1.00 -0.69  -0.173
N -0.26 1.81 -0.78  0.093
O -0.29 -0.88 2.13  -0.577
S -2.02 0.54 0.23  0.305
S -0.85 -0.99 0.83  0.462
H 0.47 -0.75 -1.32  0.096
H 1.67 -0.43 0.00  0.084



(4)
Below is a 2-piece molecular cluster, CH6N2O overall, with properties calculated with wB97M-V/def2-TZVPD.

Values from the calculation:
- SMILES string: [H]/N=C/N.O
- HOMO-LUMO gap: 11.0 eV
- Energy above the lowest of the compared OMol25 structures with the same formula, charge and spin: 14.0 kcal per mole
- HOMO level: -10.1819 eV

Last column: Löwdin charge in e.
Geometry (Å):
H 0.21 -1.24 -0.84  0.047
N 0.12 -0.56 -0.09  0.059
C -1.11 -0.39 0.17  -0.356
N -1.57 0.50 1.13  0.059
H -1.88 -0.98 -0.32  0.112
H -0.84 0.74 1.79  0.093
H -2.31 0.08 1.68  0.080
O 2.59 0.97 -1.04  -0.091
H 2.95 0.41 -1.74  0.026
H 1.82 0.46 -0.74  -0.029



(5)
Below is a single C4H5NO molecule, with properties calculated with wB97M-V/def2-TZVPD.

Values from the calculation:
- SMILES string: Cc1cocn1
- HOMO-LUMO gap: 10.1 eV
- Energy above the lowest of the compared OMol25 structures with the same formula, charge and spin: 50.3 kcal per mole
- HOMO level: -9.1295 eV

Last column: Löwdin charge in e.
Geometry (Å):
C 1.38 0.48 -0.80  -0.042
C 0.01 0.17 -0.37  -0.359
C 0.00 -0.89 0.48  -0.119
O -1.15 -0.83 1.20  0.041
C -1.81 0.19 0.63  -0.197
N -1.22 0.80 -0.34  0.146
H 1.74 -0.43 -0.16  0.102
H 1.88 1.19 -0.15  0.074
H 1.55 0.79 -1.85  0.088
H 0.39 -1.88 0.28  0.136
H -2.77 0.41 1.06  0.131



(6)
Below is a single C3H7NO2 molecule, with properties calculated with wB97M-V/def2-TZVPD.

Values from the calculation:
- SMILES string: O=CNCCO
- HOMO-LUMO gap: 10.4 eV
- Energy above the lowest of the compared OMol25 structures with the same formula, charge and spin: 34.2 kcal per mole
- HOMO level: -9.7357 eV

Last column: Löwdin charge in e.
Geometry (Å):
O -0.07 1.21 3.09  0.036
C 0.31 0.41 2.27  -0.377
N -0.36 0.10 1.11  0.012
C 0.40 -0.27 -0.06  -0.195
C -0.41 -0.08 -1.33  -0.271
O 0.42 -0.42 -2.44  -0.068
H 1.26 -0.15 2.35  0.136
H -1.35 0.28 1.14  0.142
H 0.55 -1.36 -0.03  0.124
H 1.35 0.23 -0.15  0.126
H -0.64 0.99 -1.44  0.124
H -1.32 -0.67 -1.30  0.118
H -0.14 -0.26 -3.21  0.094



(7)
Below is a 3-piece molecular cluster, C4H12NO4 overall, with properties calculated with wB97M-V/def2-TZVPD.

Values from the calculation:
- HOMO-LUMO gap: 8.3 eV
- Total charge: -1
- Energy above the lowest of the compared OMol25 structures with the same formula, charge and spin: 67.6 kcal per mole
- HOMO level: -4.4974 eV

Last column: Löwdin charge in e.
Geometry (Å):
C 1.10 -1.14 -1.54  -0.361
O 2.04 -0.91 -0.63  -0.095
C -0.05 -0.09 -1.77  -0.148
C -1.30 -0.34 -0.84  -0.087
C -1.22 0.54 0.52  -0.647
N -0.11 0.25 1.24  0.016
O -2.01 1.41 0.75  -0.025
H 1.58 -1.25 -2.53  0.108
H 0.61 -2.10 -1.41  0.098
H 0.27 0.84 -1.56  0.047
H -0.26 -0.21 -2.75  0.063
H -2.09 -0.05 -1.42  0.052
H -1.25 -1.43 -0.63  0.091
H 0.12 0.93 1.86  -0.024
H 1.59 -0.70 0.29  0.113
H 0.88 2.47 -0.52  0.021
H 1.10 2.15 0.90  -0.083
O 1.29 2.76 0.29  -0.007
H -0.97 -1.61 1.90  -0.013
H 0.31 -1.91 1.17  0.026
O -0.36 -2.34 1.81  -0.145



(8)
Below is C2BiF6NO2S2 as an isolated structure, with properties calculated with wB97M-V/def2-TZVPD.

Values from the calculation:
- HOMO-LUMO gap: 7.2 eV
- Total charge: +2
- HOMO level: -19.0873 eV

Last column: Löwdin charge in e.
Geometry (Å):
Bi -0.23 -2.17 -0.18  2.133
N -0.05 1.15 0.60  -0.497
S -0.89 0.78 -0.75  1.118
O -0.52 -0.60 -1.35  -0.685
C -2.51 0.29 0.08  -0.735
F -2.84 1.13 1.02  0.226
F -2.36 -0.94 0.61  0.043
F -3.45 0.24 -0.84  0.209
S 1.14 0.25 1.19  1.114
O 0.81 -1.26 1.19  -0.704
C 2.48 0.28 -0.17  -0.730
F 2.50 -0.87 -0.84  0.127
F 2.28 1.27 -1.00  0.186
F 3.65 0.44 0.44  0.195



(9)
Below is C5H7NO as an isolated structure, with properties calculated with wB97M-V/def2-TZVPD.

Values from the calculation:
- HOMO-LUMO gap: 9.1 eV
- Energy above the lowest of the compared OMol25 structures with the same formula, charge and spin: 134.7 kcal per mole
- HOMO level: -8.4525 eV

Last column: Löwdin charge in e.
Geometry (Å):
O 1.09 -1.47 -0.51  -0.138
C 1.93 -0.19 -0.45  -0.188
C 1.19 1.03 -0.13  -0.037
C -0.02 1.23 0.00  -0.055
C -1.41 1.25 0.17  -0.264
C -1.34 -0.30 -0.01  -0.116
N -1.96 0.34 1.15  0.033
H 1.24 -2.04 0.26  0.099
H 2.69 -0.40 0.30  0.104
H 2.38 -0.14 -1.45  0.113
H -2.10 1.87 -0.41  0.140
H -0.29 -0.90 -0.11  0.104
H -2.03 -0.58 -0.79  0.102
H -1.36 0.31 1.98  0.103



(10)
Below is a 2-piece molecular cluster, C3H8OS2 overall, with properties calculated with wB97M-V/def2-TZVPD.

Values from the calculation:
- SMILES string: CC=O.CSS
- HOMO-LUMO gap: 8.9 eV
- Energy above the lowest of the compared OMol25 structures with the same formula, charge and spin: 17.7 kcal per mole
- HOMO level: -8.1985 eV

Last column: Löwdin charge in e.
Geometry (Å):
C 0.58 1.46 2.18  -0.051
C 1.53 2.39 1.47  -0.315
O 1.87 2.21 0.32  0.026
H 0.42 0.60 1.53  0.045
H 1.09 1.18 3.11  0.079
H -0.32 2.01 2.47  0.081
H 1.89 3.29 1.99  0.112
C -1.44 -2.48 -1.41  -0.471
S -0.51 -0.96 -1.02  0.317
S -0.20 -0.15 -2.84  0.281
H -2.14 -2.32 -2.23  0.030
H -0.72 -3.28 -1.53  0.023
H -2.08 -2.63 -0.54  0.023
H 0.02 -1.31 -3.49  -0.183



Max |F| per entry: 0.2233; 0.0778; 0.1171; 0.0163; 0.0596; 0.0418; 0.1189; 0.0809; 0.0623; 0.0270 Eh/bohr
E_tot per entry: -447.7689; -563.6931; -1020.3240; -226.4453; -285.3345; -323.7265; -515.3279; -1890.8103; -324.5098; -990.6824 Ha